[1]
Formula: C4H10N2O
Source: the OMol25 dataset
Level of theory: ωB97M-V with the def2-TZVPD basis set

Output
Frontier orbital gap (Eh): 0.289
Charge: 0
Multiplicity: 1

Last column: Löwdin charge in e.
CARTESIAN COORDINATES (ANGSTROEM)
C  1.41  -0.80  -0.08  -0.39
C  -0.95  -0.01  -1.14  -0.17
C  -0.79  -0.85  1.15  -0.11
N  -0.23  -0.88  -0.19  -0.15
C  -0.07  1.18  -0.96  -0.09
O  1.88  0.24  0.57  -0.26
N  0.03  1.93  0.11  0.13
H  0.99  1.65  0.53  0.12
H  1.70  -0.91  -1.14  0.10
H  1.59  -1.78  0.41  0.10
H  -0.75  1.95  0.75  0.11
H  -1.99  0.12  -0.84  0.12
H  -0.90  -0.40  -2.15  0.12
H  0.84  1.15  -1.54  0.13
H  -0.32  -1.64  1.73  0.09
H  -1.87  -1.01  1.12  0.08
H  -0.58  0.09  1.69  0.07

=====

[2]
Formula: C8H24BrN2O2
Source: the OMol25 dataset
Level of theory: ωB97M-V with the def2-TZVPD basis set

Output
Frontier orbital gap (spin up / spin down) (Eh): 0.081 / 0.295
⟨S²⟩: 0.751
Charge: 0
Multiplicity: 2

Last column: Löwdin charge in e.
CARTESIAN COORDINATES (ANGSTROEM)
C  -2.38  -0.94  1.68  -0.10
C  -1.34  -1.70  2.50  -0.28
C  -1.80  -2.25  3.85  -0.24
O  -3.08  -2.80  3.83  -0.16
C  -3.59  -2.99  5.15  -0.10
N  -0.82  -2.83  1.58  0.19
H  -0.21  -3.36  2.18  0.13
H  -1.45  -3.54  1.23  0.15
H  -0.26  -2.55  0.78  -0.01
H  -2.14  -0.58  0.68  0.01
H  -2.70  0.03  2.04  0.08
H  -3.30  -1.45  1.39  0.09
H  -0.41  -1.15  2.66  0.13
H  -1.82  -1.33  4.44  0.13
H  -1.08  -2.87  4.39  0.13
H  -3.12  -3.83  5.66  0.08
H  -4.62  -3.35  5.22  0.09
H  -3.55  -2.15  5.84  0.09
C  2.66  2.29  -0.79  -0.11
C  2.00  2.70  -2.12  -0.34
C  2.66  2.05  -3.36  -0.17
O  2.01  2.51  -4.55  -0.23
C  2.49  2.08  -5.82  -0.12
N  0.49  2.36  -2.05  0.16
H  0.04  2.79  -1.25  0.00
H  -0.11  2.58  -2.83  0.08
H  0.43  1.37  -1.84  -0.05
H  2.66  1.21  -0.84  0.06
H  2.26  2.55  0.19  0.05
H  3.69  2.65  -0.75  0.08
H  2.09  3.78  -2.11  0.11
H  2.80  0.97  -3.36  0.13
H  3.62  2.54  -3.52  0.12
H  2.71  1.05  -6.10  0.09
H  3.38  2.67  -6.03  0.08
H  1.86  2.56  -6.57  0.09
Br  -0.08  -1.09  -1.38  -0.43

=====

[3]
Formula: C21H57Cl9O24P6
Source: the OMol25 dataset
Level of theory: ωB97M-V with the def2-TZVPD basis set

Output
Frontier orbital gap (Eh): 0.390
Charge: 0
Multiplicity: 1
SMILES: COP(=O)(OC)OC.COP(=O)(OC)OC.COP(=O)(OC)OC.COP(=O)(OC)OC.COP(=O)(OC)OC.COP(=O)(OC)OC.ClC(Cl)Cl.ClC(Cl)Cl.ClC(Cl)Cl

Last column: Löwdin charge in e.
CARTESIAN COORDINATES (ANGSTROEM)
C  2.30  0.19  -3.74  -0.13
O  3.38  0.62  -4.56  -0.20
P  4.47  -0.43  -5.03  0.33
O  5.45  0.17  -5.93  -0.21
O  5.00  -1.02  -3.66  -0.22
C  5.36  -2.39  -3.52  -0.09
O  3.66  -1.66  -5.63  -0.24
C  3.02  -1.56  -6.91  -0.07
H  2.56  -0.68  -3.13  0.07
H  1.39  0.06  -4.33  0.09
H  2.11  0.99  -3.02  0.04
H  4.63  -2.88  -2.88  0.09
H  6.36  -2.51  -3.12  0.09
H  5.31  -2.94  -4.46  0.08
H  3.42  -2.37  -7.53  0.09
H  3.13  -0.57  -7.34  0.09
H  1.97  -1.83  -6.78  0.09
C  0.36  -4.29  1.05  -0.09
O  -0.86  -4.85  0.51  -0.21
P  -1.93  -5.51  1.45  0.33
O  -3.17  -5.85  0.77  -0.22
O  -1.16  -6.72  2.13  -0.20
C  -1.88  -7.51  3.06  -0.09
O  -2.09  -4.49  2.67  -0.21
C  -3.10  -3.49  2.64  -0.10
H  0.21  -3.21  1.05  0.01
H  1.21  -4.55  0.44  0.10
H  0.57  -4.67  2.05  0.08
H  -1.77  -8.56  2.78  0.09
H  -2.96  -7.33  2.99  0.08
H  -1.50  -7.41  4.07  0.09
H  -3.65  -3.47  1.70  0.07
H  -2.63  -2.52  2.79  0.06
H  -3.83  -3.58  3.45  0.09
C  -1.93  4.68  -1.81  -0.10
O  -1.26  5.75  -1.12  -0.24
P  -0.36  6.68  -2.06  0.33
O  -1.01  7.18  -3.26  -0.22
O  0.17  7.81  -1.08  -0.21
C  -0.72  8.84  -0.62  -0.08
O  0.94  5.82  -2.36  -0.19
C  1.58  5.14  -1.27  -0.11
H  -1.52  4.43  -2.78  0.10
H  -2.98  4.97  -1.94  0.09
H  -1.94  3.85  -1.12  0.02
H  -0.14  9.76  -0.75  0.09
H  -0.99  8.64  0.41  0.08
H  -1.61  8.95  -1.23  0.09
H  1.36  5.56  -0.28  0.09
H  2.66  5.25  -1.34  0.09
H  1.23  4.11  -1.18  0.08
C  -0.39  -0.55  3.70  -0.10
O  0.97  -0.16  3.80  -0.22
P  2.12  -1.26  3.74  0.34
O  2.05  -2.10  2.54  -0.22
O  3.40  -0.38  3.83  -0.19
C  3.72  0.42  4.96  -0.07
O  2.10  -2.08  5.09  -0.21
C  1.21  -3.17  5.34  -0.08
H  -0.58  -1.08  2.76  0.04
H  -0.97  0.37  3.75  0.05
H  -0.70  -1.24  4.49  0.08
H  2.82  0.86  5.40  0.09
H  4.30  1.28  4.61  0.07
H  4.24  -0.16  5.72  0.09
H  0.64  -3.42  4.45  0.07
H  0.56  -2.90  6.18  0.09
H  1.82  -4.00  5.67  0.09
C  -4.08  -1.25  -4.77  -0.08
O  -4.76  -2.22  -3.96  -0.20
P  -4.41  -2.31  -2.43  0.35
O  -3.73  -1.17  -1.82  -0.27
O  -5.84  -2.65  -1.82  -0.21
C  -5.92  -3.20  -0.51  -0.11
O  -3.57  -3.65  -2.25  -0.21
C  -4.14  -4.93  -2.47  -0.10
H  -3.89  -1.64  -5.77  0.09
H  -3.07  -1.05  -4.42  0.08
H  -4.73  -0.38  -4.79  0.09
H  -6.09  -2.42  0.24  0.07
H  -5.05  -3.78  -0.22  0.06
H  -6.78  -3.87  -0.46  0.10
H  -4.97  -5.26  -1.85  0.08
H  -3.35  -5.66  -2.28  0.09
H  -4.31  -5.06  -3.54  0.09
C  4.58  0.66  -0.56  -0.05
O  4.94  1.24  0.70  -0.19
P  4.24  2.49  1.30  0.35
O  3.94  3.62  0.42  -0.22
O  2.96  1.91  2.07  -0.21
C  1.66  2.43  1.75  -0.11
O  5.22  2.86  2.49  -0.20
C  4.98  3.99  3.28  -0.12
H  4.67  -0.42  -0.45  0.10
H  5.28  0.98  -1.33  0.10
H  3.59  1.03  -0.83  0.05
H  1.35  3.17  2.49  0.08
H  0.89  1.66  1.80  0.04
H  1.72  2.79  0.73  0.05
H  4.82  3.73  4.32  0.08
H  4.08  4.55  2.98  0.09
H  5.77  4.74  3.24  0.09
C  -5.59  1.51  0.58  -1.53
Cl  -4.41  0.51  1.43  0.50
Cl  -6.90  0.56  -0.09  0.57
Cl  -4.79  2.50  -0.66  0.51
H  -6.01  2.19  1.31  0.00
C  -0.94  0.00  -0.66  -1.46
Cl  -1.73  1.41  0.06  0.54
Cl  -1.49  -1.44  0.16  0.66
Cl  0.81  0.22  -0.74  0.65
H  -1.30  0.00  -1.68  0.01
C  -1.89  4.07  2.44  -1.55
Cl  -1.53  3.11  3.88  0.55
Cl  -1.27  5.69  2.62  0.57
Cl  -3.66  4.14  2.19  0.52
H  -1.43  3.58  1.59  -0.04

=====

[4]
Formula: C24H25N3O6S
Source: the OMol25 dataset
Level of theory: ωB97M-V with the def2-TZVPD basis set

Output
Frontier orbital gap (Eh): 0.290
Charge: 0
Multiplicity: 1
SMILES: CCOC(=O)CSc1nc2ccc(N3CCOCC3)cc2c(=O)n1Cc1ccc2c(c1)OCO2

Last column: Löwdin charge in e.
CARTESIAN COORDINATES (ANGSTROEM)
C  -2.60  0.81  -3.63  -0.05
C  -1.68  0.77  -2.42  -0.20
H  -0.73  1.26  -2.64  0.12
H  -1.50  -0.26  -2.10  0.11
O  -2.29  1.42  -1.31  -0.06
C  -1.95  2.69  -1.07  -0.59
O  -1.20  3.34  -1.73  0.11
C  -2.73  3.25  0.11  -0.33
H  -3.69  3.64  -0.23  0.09
H  -2.15  4.05  0.58  0.09
S  -3.12  1.97  1.32  1.06
C  -1.50  1.29  1.47  -0.55
N  -0.55  1.95  0.92  0.11
C  0.72  1.47  1.02  -0.20
C  1.78  2.14  0.40  0.01
C  3.06  1.67  0.52  0.00
C  3.37  0.52  1.27  -0.21
C  2.30  -0.15  1.88  0.06
C  1.00  0.31  1.76  -0.06
C  -0.10  -0.44  2.36  -0.37
O  0.02  -1.48  2.97  0.08
N  -1.36  0.13  2.16  0.01
C  -2.53  -0.64  2.55  -0.11
C  -3.24  -1.16  1.32  -0.23
C  -4.61  -0.98  1.17  -0.07
C  -5.28  -1.40  0.02  0.02
C  -4.52  -1.99  -0.97  -0.20
C  -3.14  -2.17  -0.81  -0.20
C  -2.49  -1.77  0.32  0.07
H  -1.42  -1.93  0.43  0.14
O  -2.63  -2.76  -1.94  0.03
C  -3.74  -2.98  -2.79  -0.16
O  -4.90  -2.46  -2.19  0.03
H  -3.86  -4.06  -2.97  0.14
H  -3.56  -2.48  -3.76  0.14
H  -6.34  -1.26  -0.10  0.12
H  -5.17  -0.50  1.95  0.11
H  -3.20  -0.02  3.15  0.12
H  -2.16  -1.47  3.16  0.13
H  2.46  -1.03  2.49  0.12
N  4.66  0.08  1.47  -0.10
C  5.80  0.82  0.96  -0.14
H  5.60  1.89  0.98  0.12
C  6.18  0.34  -0.44  -0.19
H  7.09  0.83  -0.80  0.13
O  6.47  -1.05  -0.42  -0.13
C  5.38  -1.79  0.07  -0.18
C  4.98  -1.34  1.48  -0.13
H  4.13  -1.92  1.82  0.11
H  5.82  -1.49  2.17  0.13
H  5.70  -2.83  0.07  0.13
H  4.51  -1.68  -0.60  0.13
H  5.35  0.54  -1.14  0.12
H  6.64  0.62  1.64  0.13
H  3.84  2.21  0.01  0.10
H  1.56  3.02  -0.18  0.12
H  -3.57  0.38  -3.38  0.07
H  -2.15  0.25  -4.45  0.08
H  -2.75  1.84  -3.95  0.08

=====

[5]
Formula: C20H42ClO2P
Source: the OMol25 dataset
Level of theory: ωB97M-V with the def2-TZVPD basis set

Output
Frontier orbital gap (spin up / spin down) (Eh): 0.366 / 0.176
⟨S²⟩: 0.752
Charge: +1
Multiplicity: 2

Last column: Löwdin charge in e.
CARTESIAN COORDINATES (ANGSTROEM)
C  -1.32  -5.70  -0.11  -0.09
C  -1.62  -4.43  -0.98  -0.25
C  -2.09  -3.18  -0.27  -0.27
C  -1.07  -2.27  0.42  -0.25
P  -1.40  -0.43  0.46  1.06
C  -0.97  0.27  -1.19  -0.25
C  -1.43  1.71  -1.40  -0.26
C  -1.04  2.37  -2.76  -0.24
C  0.47  2.55  -2.93  -0.10
C  -3.21  -0.36  0.78  -0.23
C  -3.78  0.96  1.38  -0.21
C  -3.67  1.20  2.91  -0.28
C  -4.73  1.96  3.61  -0.11
C  -0.39  0.22  1.84  -0.25
C  -0.33  1.81  1.87  -0.24
C  0.03  2.23  3.27  -0.27
C  1.45  1.79  3.60  -0.11
H  -0.46  -5.62  0.55  0.06
H  -1.09  -6.63  -0.62  0.07
H  -2.16  -5.85  0.57  0.07
H  -2.36  -4.83  -1.68  0.11
H  -0.75  -4.22  -1.59  0.10
H  -2.92  -3.52  0.36  0.11
H  -2.66  -2.57  -0.97  0.09
H  -0.03  -2.55  0.21  0.10
H  -1.01  -2.59  1.46  0.09
H  -1.52  -0.29  -1.94  0.10
H  0.09  0.17  -1.39  0.06
H  -1.04  2.32  -0.59  0.08
H  -2.51  1.80  -1.31  0.10
H  -1.54  3.33  -2.87  0.11
H  -1.42  1.76  -3.58  0.11
H  0.64  3.13  -3.83  0.08
H  0.95  1.61  -3.21  0.07
H  0.76  3.03  -1.99  0.08
H  -3.44  -1.22  1.41  0.10
H  -3.68  -0.55  -0.18  0.10
H  -4.82  1.15  1.11  0.11
H  -3.36  1.82  0.85  0.09
H  -2.71  1.68  3.09  0.07
H  -3.61  0.29  3.50  0.11
H  -5.54  1.23  3.73  0.08
H  -5.17  2.73  2.97  0.08
H  -4.48  2.44  4.56  0.09
H  0.59  -0.21  1.67  0.05
H  -0.77  -0.28  2.73  0.11
H  -1.30  2.16  1.50  0.07
H  0.34  2.22  1.11  0.11
H  -0.72  2.17  4.06  0.11
H  0.13  3.31  3.23  0.11
H  1.47  0.74  3.88  0.07
H  1.88  2.21  4.51  0.09
H  2.12  1.81  2.74  0.07
Cl  2.82  0.10  -0.19  0.14
O  6.00  -1.23  -5.31  0.12
C  6.08  -0.80  -4.17  -0.40
O  5.73  0.53  -3.99  0.03
C  5.77  0.94  -2.73  -0.26
C  6.64  -0.07  -2.09  -0.19
C  6.45  -1.36  -2.83  -0.06
H  4.79  0.91  -2.25  0.08
H  6.13  1.96  -2.59  0.14
H  6.40  -0.12  -1.03  0.11
H  7.68  0.26  -2.12  0.13
H  5.56  -1.77  -2.34  0.13
H  7.11  -2.23  -2.90  0.14

=====

[6]
Formula: C4H11NO
Source: the OMol25 dataset
Level of theory: ωB97M-V with the def2-TZVPD basis set

Output
Frontier orbital gap (spin up / spin down) (Eh): 0.409 / 0.198
⟨S²⟩: 0.780
Charge: +1
Multiplicity: 2

Last column: Löwdin charge in e.
CARTESIAN COORDINATES (ANGSTROEM)
C  1.24  -0.49  -1.64  -0.12
C  1.58  -0.23  -3.15  -0.13
H  0.72  -1.38  -1.51  0.04
H  2.22  -0.41  -1.03  0.12
H  0.62  0.40  -1.33  0.04
H  2.64  0.23  -3.28  0.11
H  0.92  0.46  -3.65  0.06
H  1.52  -1.08  -3.74  0.04
C  -0.78  0.64  2.67  0.03
C  -0.86  0.04  1.30  -0.38
O  -0.84  -1.15  1.10  0.27
N  -0.75  0.95  0.21  0.33
H  -1.60  0.57  3.31  0.08
H  -0.37  1.62  2.89  0.10
H  -1.00  0.59  -0.68  0.11
H  -0.72  1.92  0.36  0.14
H  -0.06  -0.06  3.31  0.16

=====

Table of electronic energy (hartree), in record order: -343.03166; -3152.99966; -8830.49420; -1943.47091; -1738.93623; -288.60425